{"formula": "C3H3O3", "method": "ωB97M-V with the def2-TZVPD basis set", "species": ["C", "C", "C", "O", "O", "O", "H", "H", "H"], "coordinates": [[-0.15563, 1.13211, -1.28928], [-1.82364, 2.10306, -0.86130], [-0.24837, -0.03728, -0.28603], [-1.48253, 3.21889, -0.58342], [0.74040, 1.33416, -2.08352], [-2.73565, 1.34547, -0.83983], [-1.24913, -0.51688, -0.52082], [-0.12281, 0.46583, 0.62462], [0.65608, -0.78798, -0.36736]], "multiplicity": 1, "relative_energy_kj_mol": 124.71, "e_tot_ev": -9302.3825, "molar_mass_g_mol": 87.054, "charge": -1, "homo_energy_ev": -2.5635}

---

{"formula": "C27H29F6GeN4O8PtS2", "method": "ωB97M-V with the def2-TZVPD basis set", "species": ["Pt", "O", "C", "O", "C", "C", "C", "C", "O", "C", "O", "C", "C", "H", "H", "H", "H", "H", "Ge", "C", "C", "C", "C", "C", "C", "C", "C", "C", "C", "C", "C", "H", "H", "H", "H", "H", "H", "H", "H", "H", "H", "H", "F", "C", "F", "F", "S", "O", "O", "N", "S", "O", "O", "C", "F", "F", "F", "C", "N", "C", "C", "N", "N", "C", "C", "H", "H", "H", "H", "H", "H", "H", "H", "H", "H", "H", "H", "H"], "coordinates": [[0.56211, -2.38400, -0.26650], [2.13744, -1.68741, -1.53058], [2.82625, -1.35111, -0.55479], [2.44548, -1.65620, 0.61849], [4.18492, -0.84350, -0.77662], [4.58164, -0.55118, -2.12789], [5.74006, 0.11266, -2.40531], [6.58887, 0.31004, -1.26766], [7.77256, 0.85600, -1.17049], [8.19679, 0.89612, 0.19903], [7.03915, 0.42220, 0.93550], [6.13450, -0.00569, 0.05603], [4.90307, -0.54190, 0.31940], [3.86081, -0.86547, -2.85589], [6.17607, 0.49480, -3.34027], [8.49114, 1.88267, 0.47951], [9.00129, 0.19048, 0.39205], [4.52132, -0.63149, 1.32573], [-0.40994, 3.16205, -0.41734], [-1.21697, 4.40506, -1.68568], [-1.51442, 5.67920, -1.27434], [-2.13402, 6.61061, -2.07095], [-2.50553, 6.25253, -3.33950], [-2.18761, 4.96246, -3.81964], [-1.62165, 4.00932, -2.96554], [-0.06674, 3.84328, 1.38068], [-1.15055, 3.87872, 2.18059], [-1.07939, 4.50719, 3.43022], [0.13669, 5.08692, 3.83823], [1.26134, 5.03381, 3.00749], [1.18783, 4.33650, 1.79318], [0.64014, 2.36972, -1.14516], [-1.28652, 6.01172, -0.27983], [-2.37698, 7.61385, -1.64880], [-3.02018, 6.98771, -3.98989], [-2.54269, 4.61123, -4.78542], [-1.49629, 3.00529, -3.32925], [-2.11458, 3.40521, 1.93110], [-1.91019, 4.39155, 4.09997], [0.16391, 5.49126, 4.83990], [2.21856, 5.50282, 3.30867], [2.04911, 4.31685, 1.18940], [-2.49192, -0.78825, 2.79605], [-2.30968, 0.42060, 2.30313], [-1.44384, 1.09205, 3.09561], [-3.48049, 1.02787, 2.36770], [-1.62943, 0.40226, 0.57299], [-0.23738, -0.01651, 0.68667], [-1.74990, 1.71659, -0.01962], [-2.57948, -0.67030, -0.06055], [-2.36807, -1.59973, -1.33399], [-2.88115, -2.88518, -1.09421], [-0.96607, -1.63204, -1.79272], [-3.45785, -0.76639, -2.59346], [-4.67919, -0.72397, -2.10415], [-3.02299, 0.48309, -2.81423], [-3.47871, -1.46096, -3.72976], [-2.85976, -4.11342, 2.11205], [-1.50745, -4.07338, 1.52919], [-0.40721, -3.66332, 2.39895], [-1.20360, -4.69017, 0.35018], [-0.06637, -4.17039, -0.36382], [-1.85419, -5.73189, -0.16507], [-2.73801, -6.55327, 0.72260], [-2.01222, -5.86437, -1.63709], [-3.03713, -3.15884, 2.62267], [-2.93566, -4.95775, 2.81712], [-3.62510, -4.12829, 1.37569], [-0.52539, -4.09913, 3.43419], [-0.36872, -2.57045, 2.43857], [0.52227, -4.14779, 2.08014], [0.20659, -4.80798, -1.06480], [-2.35149, -6.54815, 1.73001], [-2.67960, -7.56593, 0.37166], [-3.79944, -6.21631, 0.63754], [-1.59572, -6.83474, -1.91017], [-1.48297, -5.02376, -2.09445], [-3.08945, -5.80170, -1.94242]], "multiplicity": 5, "relative_energy_kj_mol": 0.00, "s2": 6.0262, "e_tot_ev": -148515.2188, "molar_mass_g_mol": 983.359, "charge": 3, "homo_energy_ev": [-15.1752, -15.1752]}